(1)
Computed, not measured: a structure of composition C16H43ClCuO6Si2, with the ωB97M-V functional and the def2-TZVPD basis.

Calculated values
Largest force on an atom ... 0.05598 Eh/bohr
Total energy ... -3766.12809 Eh
HOMO-LUMO gap (alpha / beta) ... 8.721 / 8.518 eV
ΔE to the lowest compared entry with this formula, charge and spin ... 17.46 kcal per mole
Spin multiplicity ... 2
Total charge ... 0

```
69
C16H43ClCuO6Si2 the ωB97M-V functional and the def2-TZVPD basis
Cu -0.3378 -1.5385 1.2344
Cl -3.2894 -1.8213 -0.7593
Si -2.8873 3.0552 -2.1442
Si -0.7248 -3.9627 1.7075
O -3.3277 -3.2291 -1.0855
O 3.3384 1.6715 -1.5578
O 1.0317 -0.7002 2.1749
O -1.8541 -1.4058 -0.3430
O -3.5993 -1.0190 -1.9198
O -4.1649 -1.5541 0.3773
C 0.4334 0.7122 4.1086
C 0.0319 -3.7010 -0.0206
C 2.2831 -1.0976 1.5700
C 3.6770 -0.6245 -2.1912
C 2.7657 0.5896 -2.3220
C 3.3432 -0.0034 1.6288
C -2.2677 -4.9716 1.4476
C 3.7453 4.0097 -1.4325
C -1.7610 2.4748 -0.8551
C -4.3402 2.2042 -1.2639
C 0.6949 -4.4948 2.8010
C -2.7505 4.9492 -2.2100
C 2.7656 2.9459 -1.8752
C -1.2804 -2.4678 2.6897
C -2.3894 1.7605 -3.4541
C 0.7815 0.7129 2.6363
H -1.9980 -5.9587 1.0703
H -0.5944 -3.3952 -0.8825
H 2.6275 -2.0153 2.0797
H -1.7844 3.0888 0.0386
H 1.1227 0.0719 4.6755
H 4.3547 -0.4511 1.5092
H 0.5533 1.7201 4.5446
H -3.9886 1.8020 -0.3063
H -2.9944 0.8751 -3.2039
H -2.5277 2.0134 -4.5102
H 2.5808 3.0375 -2.9585
H 0.0156 1.1632 1.9875
H 1.5937 -3.9119 2.5648
H 1.7006 1.3031 2.4967
H -2.9184 5.3772 -1.1959
H 1.0424 -3.2805 -0.1831
H -0.6795 -2.0061 3.5228
H -0.6092 0.3910 4.2466
H 3.1849 0.7198 0.8033
H -3.5120 5.3747 -2.8822
H -1.7537 5.3380 -2.5156
H -5.1920 2.8248 -0.9857
H 4.0808 3.8298 -0.4051
H -4.6053 1.3107 -1.8369
H 0.4742 -4.3336 3.8618
H 1.7317 0.2928 -2.0036
H -1.3450 1.4464 -3.3047
H 0.9051 -5.5538 2.6336
H -2.8410 -5.1134 2.3648
H 3.2765 4.9909 -1.5120
H 4.6954 -0.3877 -2.5363
H -0.7646 2.0813 -1.1629
H 3.2983 -1.4354 -2.8264
H 3.3865 0.5238 2.5817
H 4.6398 4.0148 -2.0664
H 0.1491 -4.8025 -0.0884
H 1.7938 3.1142 -1.3693
H -2.2973 1.5464 -0.5256
H 2.7080 0.8922 -3.3914
H 3.7384 -0.9608 -1.1431
H -2.3445 -2.1720 2.6512
H 2.1032 -1.3649 0.5114
H -2.9243 -4.4955 0.7102
```

***

(2)
Computed, not measured: a cluster of 2 separate species, C46H53N4O in total, with the ωB97M-V functional and the def2-TZVPD basis.

Calculated values
Largest force on an atom ... 0.04915 Eh/bohr
Total energy ... -2078.70350 Eh
HOMO-LUMO gap ... 3.625 eV
Spin multiplicity ... 1
Total charge ... +1

```
104
C46H53N4O the ωB97M-V functional and the def2-TZVPD basis
O -4.6392 -3.8796 -5.9147
N 2.2824 2.6694 4.5253
N 0.0844 2.8667 4.6675
N -2.6359 -1.5224 -4.2165
N -2.6019 -2.7782 -6.0896
C 0.9757 1.8457 2.5869
C 3.4919 1.9525 4.3058
C -0.5810 -5.8620 -2.7569
C 1.4169 3.6525 -0.9139
C 0.2761 1.8037 -2.0344
C -1.5964 3.9043 2.6055
C -3.6060 0.9984 4.0204
C 4.7619 4.1610 4.4287
C 1.1076 2.4556 3.8157
C -2.0062 2.7406 3.4539
C -0.4095 -2.4474 -5.0204
C -2.3170 -0.6607 -3.2319
C 5.8881 1.9732 4.0888
C 3.4954 0.5459 4.3383
C -0.8595 0.9450 -2.1032
C -3.8655 -2.3033 -4.1955
C 0.5427 -2.0034 -6.1280
C 2.2750 -0.2708 4.6343
C -3.7918 -3.0906 -5.4949
C -3.1919 2.0480 3.1953
C 2.5037 2.5017 -2.7566
C -1.2281 2.3395 4.5476
C -1.1297 0.0686 -3.1618
C -0.1461 -0.8828 -6.9436
C 2.5268 3.4859 -1.7594
C -1.6751 -6.1820 -3.5670
C 7.1889 -0.1462 3.7373
C 5.9036 0.5802 3.9852
C -3.9732 -3.2137 -2.9724
C -0.8771 0.9055 6.6462
C 1.4007 1.6638 -2.8999
C -2.8349 0.6561 5.1293
C -2.7867 -4.1414 -2.8782
C -1.5023 -0.5980 -6.3076
C 0.3033 2.8396 -1.0610
C -4.8718 0.2455 3.7579
C -1.6470 1.3253 5.4317
C 0.6352 3.3609 5.8377
C -0.5978 -4.6881 -1.9966
C 4.6988 2.6744 4.2815
C -1.7090 -3.8433 -2.0388
C -2.7733 -5.3258 -3.6223
C 1.9747 3.2789 5.7407
C 4.7080 -0.1209 4.1375
C -1.7806 -1.8159 -5.3822
C -2.1770 -3.4073 -7.3109
H -1.7480 -2.9413 -1.4214
H -1.6546 1.0626 -1.3617
H -2.3916 4.0895 1.8732
H -1.4869 0.3185 -5.7113
H 7.0000 -1.2182 3.6346
H -1.4717 4.8222 3.1986
H 1.4238 4.4191 -0.1386
H -4.0629 -2.5942 -2.0720
H 0.2486 -4.4272 -1.3585
H -0.6655 3.7262 2.0557
H -0.0168 1.7517 2.1746
H 5.3782 4.4314 5.2991
H -1.3742 0.0185 7.0629
H -3.6400 -5.5692 -4.2435
H -5.5937 0.4016 4.5699
H 7.6711 0.2136 2.8204
H -0.4016 -0.0656 -3.9715
H 4.7109 -1.2121 4.1123
H -1.6848 -7.1006 -4.1562
H -3.7979 2.3392 2.3352
H -0.8782 1.6728 7.4349
H 1.4752 -0.1106 3.9019
H -0.5221 -3.5386 -4.9483
H 1.8745 -0.1038 5.6455
H -5.3253 0.5738 2.8199
H 3.3991 4.1276 -1.6449
H -0.0902 -2.0925 -4.0351
H 0.0156 3.7202 6.6458
H -1.2599 -3.9909 -7.1578
H -0.5834 2.9784 -0.4362
H 5.2548 4.6005 3.5507
H 0.1612 0.6146 6.4349
H 1.9042 1.5359 2.1209
H -4.7395 -1.6305 -4.2517
H 0.7923 -2.8531 -6.7770
H 6.8235 2.5305 4.0172
H 0.2776 -6.5337 -2.7110
H 1.4853 -1.6366 -5.7017
H 2.5624 -1.3296 4.5797
H -1.9807 -2.6534 -8.0814
H 3.7810 4.6251 4.5447
H -2.9725 -4.0760 -7.6492
H 1.3922 0.8909 -3.6720
H 3.3563 2.3820 -3.4265
H -3.1578 -0.1542 5.7854
H 7.8966 0.0047 4.5619
H 0.4792 0.0186 -6.9572
H 2.7425 3.5369 6.4562
H -4.6781 -0.8327 3.7004
H -4.8940 -3.7993 -3.1021
H -2.3110 -0.5130 -7.0454
H -0.2706 -1.2019 -7.9869
H -3.0828 -0.5322 -2.4583
```

***

(3)
Computed, not measured: an isolated molecule of C3H6S3, with the ωB97M-V functional and the def2-TZVPD basis.

Calculated values
Largest force on an atom ... 0.08334 Eh/bohr
Total energy ... -1312.40588 Eh
HOMO-LUMO gap ... 8.514 eV
ΔE to the lowest compared entry with this formula, charge and spin ... 34.03 kcal per mole
SMILES ... S=CSCCS
Spin multiplicity ... 1
Total charge ... 0

```
12
C3H6S3 the ωB97M-V functional and the def2-TZVPD basis
S 0.7272 -0.9513 0.9615
S 1.6397 1.3297 -2.1293
S -2.3478 -0.8100 0.8080
C -0.9428 -1.5024 1.2159
C 0.4293 0.8215 0.5732
C 0.2223 1.3406 -0.8644
H 0.1677 2.3282 -0.6968
H 1.3547 1.2356 1.0554
H -0.6601 0.8046 -1.2602
H -0.7965 -2.4917 1.5592
H 1.9114 -0.0568 -1.6345
H -0.5349 1.1291 1.1845
```

***

(4)
Computed, not measured: a structure of composition C29H36LaN5OS5, with the ωB97M-V functional and the def2-TZVPD basis.

Calculated values
Largest force on an atom ... 0.05594 Eh/bohr
Total energy ... -3497.92828 Eh
HOMO-LUMO gap ... 7.498 eV
ΔE to the lowest compared entry with this formula, charge and spin ... 11.59 kcal per mole
Spin multiplicity ... 1
Total charge ... +2

```
77
C29H36LaN5OS5 the ωB97M-V functional and the def2-TZVPD basis
La -0.7652 -0.0372 0.6141
S -2.0851 -1.7219 3.1100
S 0.6541 2.3074 -0.5406
S -0.1945 0.7858 3.6658
S -3.6088 -1.4293 0.2116
S -3.0524 1.6786 1.7482
O 0.7622 -1.4860 1.1888
N 2.5904 3.0079 1.1548
N 0.1693 -1.1395 -1.2920
N 1.1731 -2.0732 -1.0181
N -1.7435 0.6967 -1.7075
N 2.9649 3.5505 -1.0143
C -2.3601 1.5585 -4.2700
C -3.7058 -2.8709 1.3287
C 3.3158 4.8582 -4.4369
C 4.0631 -4.8588 0.2474
C 2.7812 3.8327 -5.2052
C -1.1286 0.1542 -2.7784
C -4.8120 -0.2448 0.9007
C -1.8097 1.3666 4.2914
C 2.8675 -3.0979 2.0267
C -2.9823 2.1260 -3.1760
C -1.4187 0.5572 -4.0651
C 2.8481 3.6051 -2.4446
C -4.4234 0.5622 2.1380
C 2.4746 -3.1090 0.6918
C -0.0421 -0.7682 4.6192
C 4.4513 -4.8442 1.5834
C 3.8561 -3.9611 2.4733
C 0.5910 -1.5543 -3.6722
C 2.2927 2.6938 -4.5805
C 1.4164 -2.1760 0.2535
C -2.4156 -3.1678 2.0890
C 3.0808 -3.9927 -0.2010
C -2.5300 2.3283 3.3590
C 3.3463 4.7460 -3.0569
C -0.5149 -2.0522 3.9280
C -0.0921 -0.8892 -2.5253
C -2.6411 1.6637 -1.9152
C 2.3269 2.5663 -3.1983
C 2.1681 2.9863 -0.1141
H 2.7721 -3.9978 -1.2376
H 3.7537 4.0676 -0.6536
H 1.0097 -0.8667 4.8790
H 4.5287 -5.5484 -0.4445
H -4.1451 -0.0855 2.9650
H 1.9785 2.6709 1.8763
H 0.1974 -2.3740 3.1764
H -0.1459 -2.0344 -4.3211
H 2.4107 -2.3953 2.7118
H -1.5787 -3.3535 1.4137
H -5.7210 -0.8086 1.1083
H -3.7148 2.9149 -3.2844
H 3.4761 3.4020 1.4274
H -5.0427 0.4165 0.0648
H -1.9111 3.1923 3.1146
H -0.9147 0.0982 -4.9043
H -2.5966 1.8888 -5.2740
H -3.4188 2.7119 3.8579
H -0.5840 -0.5917 5.5474
H -1.6237 1.8751 5.2364
H 1.1269 -0.8154 -4.2755
H -3.0989 2.0996 -1.0355
H 3.7556 5.5522 -2.4560
H 1.9679 1.6625 -2.7213
H 5.2216 -5.5216 1.9294
H -2.4280 0.4952 4.4993
H 4.1648 -3.9441 3.5110
H -0.6406 -2.8342 4.6742
H 2.7561 3.9181 -6.2834
H 1.2959 -2.2934 -3.3131
H -4.5292 -2.6933 2.0207
H 3.7081 5.7494 -4.9088
H 1.8942 1.8806 -5.1768
H -5.2696 1.1767 2.4444
H -2.5515 -4.0489 2.7118
H -3.9713 -3.7234 0.7087
```

***

Among the records above, which one has the highest largest force on an atom?
C3H6S3

***

What is the formula in the fourth record?
C29H36LaN5OS5